Entry 1:
16
Properties=species:S:1:pos:R:3 method="wB97M-V/def2-TZVPD" gap_ev=10.1997 max_force_ha_per_bohr=0.153 e_tot_ha=-492.1179 e_homo_ev=-9.87 smiles="O=c1cc[nH]c(=O)[nH]1.C#C" multiplicity=1 e_lumo_ev=0.3
C -0.0481 0.9247 -1.8291
C 1.1201 1.3547 -1.3521
C 1.8490 0.8139 -0.4331
C 0.3469 -1.1909 -0.4820
C -1.5652 -0.5299 3.8334
C -2.1259 0.4068 4.3948
H -1.1123 -0.8292 -1.6327
H 1.1665 2.4585 -1.4372
H 2.5354 1.2890 0.2802
H 1.7211 -0.7164 1.0318
H -0.8301 -1.3774 3.5069
H -2.4713 1.5051 4.5961
N -0.2384 -0.3949 -1.4177
N 1.4797 -0.4797 -0.0100
O -0.8871 1.4367 -2.4569
O -0.0079 -2.2971 -0.1861

Entry 2:
17
Properties=species:S:1:pos:R:3 method="wB97M-V/def2-TZVPD" gap_ev=8.8382 max_force_ha_per_bohr=0.102 e_tot_ha=-890.3063 e_homo_ev=-8.60 smiles="O/N=C/c1cccs1.N=C=O" multiplicity=1 e_lumo_ev=0.2
C -0.5705 -2.0722 -0.3271
C -0.5380 -0.8737 0.4098
C -0.8696 -1.9208 -1.5894
C -0.8264 0.1784 -0.4167
C 2.8645 -0.0677 -0.1219
C -0.8630 1.5219 0.0375
N -0.5688 1.7507 1.2501
N 2.1834 -0.2972 0.8419
O 3.6829 -0.1201 -0.9353
O -0.8471 2.8759 1.8856
S -1.1445 -0.2787 -2.0235
H -0.2235 -3.0786 0.1506
H -0.2799 -0.7859 1.4386
H -1.0602 -2.6929 -2.3797
H -1.1418 2.0591 -0.8162
H -1.2374 3.6101 1.2747
H 1.4400 0.1915 1.3209

Entry 3:
18
Properties=species:S:1:pos:R:3 method="wB97M-V/def2-TZVPD" gap_ev="7.4308 / 7.8115" max_force_ha_per_bohr=0.080 e_tot_ha=-642.2955 e_homo_ev="-8.73 / -8.99" multiplicity=1 e_lumo_ev="-1.3 / -1.2"
C 0.6341 1.9421 -0.2636
C -0.3299 0.9160 -0.4181
C 1.8438 1.0851 -0.0032
C 0.1711 -0.4027 -0.1339
C -2.7097 -0.2482 -0.8691
C 2.5452 -1.2970 0.1889
N 1.6212 -0.2087 0.1939
N -3.6133 0.0154 -0.0439
O -4.7510 -0.3498 0.1725
O -3.2456 0.8850 1.0248
O 3.0486 1.5946 -0.0611
O -0.2864 -1.4983 -0.1040
H -2.6584 -0.8927 -1.7650
H 1.9990 -2.1656 0.3279
H 3.3035 -1.3621 -0.5699
H 3.1139 -1.0958 1.0583
H 3.1516 2.4595 -0.4834
H -3.8378 0.6230 1.7489

Entry 4:
18
Properties=species:S:1:pos:R:3 method="wB97M-V/def2-TZVPD" gap_ev=9.0282 max_force_ha_per_bohr=0.083 e_tot_ha=-642.3316 e_homo_ev=-9.98 multiplicity=1 e_lumo_ev=-0.9
C -0.7392 -0.7496 0.9340
C -1.1107 -0.9429 -0.5207
C 1.4372 1.9948 -0.3309
C 2.1857 1.2411 0.1494
C -0.9546 -1.8390 1.7275
C -1.3944 -0.1696 -1.5509
N 2.8049 0.1862 0.7943
N -1.3687 1.2179 -1.4883
O 2.2998 -0.9138 0.5473
O 3.7328 0.3963 1.5452
O -0.9956 1.7776 -2.5343
O -1.6041 1.7884 -0.4473
H -0.4755 0.3534 1.1578
H -1.0838 -2.1295 -0.7756
H 0.7395 2.7173 -0.7521
H -1.1359 -2.8443 1.3762
H -0.7267 -1.6751 2.7335
H -1.6109 -0.4091 -2.5651

Entry 5:
19
Properties=species:S:1:pos:R:3 method="wB97M-V/def2-TZVPD" gap_ev=6.3528 max_force_ha_per_bohr=0.093 e_tot_ha=-697.3704 charge=-1 e_homo_ev=-2.89 multiplicity=1 e_lumo_ev=3.5
C 0.2666 -0.6007 0.3744
C 0.2200 -0.0381 1.6339
C -0.0458 1.6349 -0.0971
C 0.1206 -2.0359 -0.1266
C -0.5629 -1.6773 -1.5301
C 0.0825 -0.3916 -1.8470
N -0.0109 0.4054 -0.6232
N -0.1001 1.5094 1.2728
N 0.0883 2.5261 2.1095
O 0.4389 -0.3589 2.7550
O -0.4279 2.3804 3.2222
O -0.1385 2.7323 -0.6512
O 0.8329 3.4563 1.7694
H 1.0847 -2.4347 -0.2339
H -0.5795 -2.7769 0.2851
H -0.4688 -2.5818 -2.1404
H -1.5511 -1.5163 -1.4837
H 1.1661 -0.4474 -2.1101
H -0.4149 0.2148 -2.5790

Entry 6:
15
Properties=species:S:1:pos:R:3 method="wB97M-V/def2-TZVPD" gap_ev=7.5822 max_force_ha_per_bohr=0.068 e_tot_ha=-437.3846 charge=-1 e_homo_ev=-4.04 multiplicity=1 e_lumo_ev=3.5
C 2.1241 0.9146 -0.3932
C -2.5873 -1.1320 -2.1553
C -1.4758 -1.1960 -1.7240
C 2.1340 -1.3351 0.0975
C 0.4116 0.3095 1.4275
C 1.4833 0.1798 0.3975
N 3.0148 1.5083 -1.0321
O 3.0744 -1.5959 0.8182
O 1.5354 -1.9878 -0.7456
H -3.5963 -1.1040 -2.4036
H 2.6991 1.7879 -1.9744
H -0.5239 -1.2901 -1.4082
H 0.7670 1.1818 1.9828
H -0.3686 0.6259 0.8284
H 0.3716 -0.5290 2.0784

Entry 7:
15
Properties=species:S:1:pos:R:3 method="wB97M-V/def2-TZVPD" s2=2.035 gap_ev="5.9916 / 6.4772" max_force_ha_per_bohr=0.070 e_tot_ha=-437.2564 charge=-1 e_homo_ev="-2.01 / -3.23" multiplicity=3 e_lumo_ev="4.0 / 3.2"
C 1.3630 -0.9739 0.0023
C -0.7611 -0.2991 1.0862
C 1.3247 -0.0016 -0.9495
C -1.0875 0.6005 0.2379
C -2.1350 0.8515 -0.6736
C 0.7018 -0.7292 1.2799
N 0.9105 1.2393 -0.6997
O 0.7674 1.9079 -1.7895
O -2.7603 1.8698 -0.9740
H 1.7179 -1.9610 -0.2716
H -1.3538 -0.5342 1.9874
H 1.7752 -0.2587 -1.8315
H -2.2870 -0.2258 -1.1539
H 0.7984 -1.5505 1.8992
H 1.0259 0.0650 1.8503

Entry 8:
14
Properties=species:S:1:pos:R:3 method="wB97M-V/def2-TZVPD" gap_ev="6.2788 / 6.2797" max_force_ha_per_bohr=0.079 e_tot_ha=-684.9532 charge=-1 e_homo_ev="-3.26 / -3.26" multiplicity=1 e_lumo_ev="3.0 / 3.0"
C 1.1428 -1.2152 -0.7721
C 1.3060 -1.4846 0.5528
C 0.1673 -0.1177 -0.8411
C -0.3069 0.0813 0.5107
C -0.0530 0.6583 -1.9442
C -1.9963 1.7743 0.7934
N 0.3654 -0.7479 1.2953
S 0.0939 -0.8853 2.9510
H 1.6893 -1.4224 -1.6567
H 1.9608 -2.0734 1.0355
H -0.4583 1.5974 -1.8235
H 0.1645 0.4201 -2.9535
H -1.4347 2.4382 1.4542
H -2.6408 0.9769 1.3981

Entry 9:
15
Properties=species:S:1:pos:R:3 method="wB97M-V/def2-TZVPD" gap_ev=8.0694 max_force_ha_per_bohr=0.107 e_tot_ha=-544.6364 charge=+1 e_homo_ev=-12.04 multiplicity=1 e_lumo_ev=-4.0
C 1.0398 -0.6134 1.3948
C -0.0438 -0.6577 0.5388
O -0.5536 -1.4747 -0.1831
H 1.8651 -1.2762 1.1244
Na -2.3978 -1.2946 -1.5130
O -2.2383 0.8388 -0.6267
C -1.4139 0.9679 0.4159
C -1.3082 1.7099 1.4443
C 0.1872 1.2288 2.8431
C 1.1769 0.3115 2.4505
H -2.7718 1.6305 -0.7701
H -1.9520 2.3627 2.0211
H -0.5513 0.8252 3.5498
H 0.5694 2.2043 3.1700
H 2.0603 0.2037 3.0844

Entry 10:
13
Properties=species:S:1:pos:R:3 method="wB97M-V/def2-TZVPD" gap_ev="7.8141 / 8.2542" max_force_ha_per_bohr=0.042 e_tot_ha=-307.2279 e_homo_ev="-7.96 / -8.51" multiplicity=1 e_lumo_ev="-0.2 / -0.3"
C 0.5582 -0.9093 1.5019
C 1.5895 -0.1479 0.7649
C 1.1869 -0.0057 -0.6794
C -0.3355 -0.0727 -0.6017
C -0.6418 -0.4882 0.8401
C 0.2167 0.4435 1.9795
O 1.3035 1.0497 1.5033
H 1.4323 0.9681 -0.9919
H 1.6759 -0.6891 -1.2933
H -0.7489 0.8176 -0.9673
H -0.8725 -0.7063 -1.2844
H -1.7352 -0.6676 1.0830
H -0.3920 0.9110 2.6905

Entry 11:
13
Properties=species:S:1:pos:R:3 method="wB97M-V/def2-TZVPD" gap_ev=8.5661 max_force_ha_per_bohr=0.077 e_tot_ha=-307.2210 e_homo_ev=-8.69 smiles="C=C=O.C#C.C#C" multiplicity=1 e_lumo_ev=-0.1
C -0.6847 -1.4501 0.6362
C 0.5051 -1.5938 0.0711
C 0.4461 -0.4184 -1.9926
C 0.7363 0.7645 -2.0224
C -0.2727 1.4159 1.0288
C -0.4992 1.9688 2.0703
O 1.6206 -1.9810 0.0992
H -0.8064 -1.5499 1.6979
H -1.5532 -1.2208 0.0487
H 0.0585 -1.2796 -2.4820
H 0.0145 1.1880 0.0215
H 1.1525 1.7285 -2.1714
H -0.7175 2.4280 2.9947

Entry 12:
13
Properties=species:S:1:pos:R:3 method="wB97M-V/def2-TZVPD" gap_ev=9.3834 max_force_ha_per_bohr=0.117 e_tot_ha=-307.3908 e_homo_ev=-8.71 smiles=Oc1ccccc1 multiplicity=1 e_lumo_ev=0.7
C -0.5677 -0.1850 -1.0636
C 0.8134 -0.3583 -0.8139
C 1.4141 -0.0818 0.4420
C 0.7243 0.3645 1.5392
C -0.7303 0.4327 1.3672
C -1.2756 0.4464 0.0925
H -0.6165 -0.9290 -2.7253
H 1.4347 -0.7789 -1.6885
H 2.5140 -0.4759 0.3281
H 1.1525 0.1035 2.5258
H -1.4244 0.7935 2.2770
H -2.3018 0.7247 0.0101
O -1.1368 -0.0566 -2.2905

Entry 13:
13
Properties=species:S:1:pos:R:3 method="wB97M-V/def2-TZVPD" gap_ev=10.7681 max_force_ha_per_bohr=0.090 e_tot_ha=-307.2414 e_homo_ev=-9.95 smiles="C#C[C@]1(C=C)CO1" multiplicity=1 e_lumo_ev=0.8
C -2.6342 0.8205 -0.4555
C -1.6449 0.1769 -0.2284
C 1.2863 1.4317 -0.4681
C 0.9684 0.6969 0.5427
C 0.3097 -1.9256 0.0853
C 0.0060 -0.4516 0.4707
O -0.0644 -1.5111 1.4128
H -3.5724 1.4113 -0.6081
H 1.9866 2.2544 -0.5272
H 0.9286 1.2705 -1.5306
H 1.4685 0.7072 1.5941
H -0.4057 -2.6417 -0.3646
H 1.3676 -2.2393 0.0770

Entry 14:
13
Properties=species:S:1:pos:R:3 method="wB97M-V/def2-TZVPD" gap_ev="5.5564 / 7.2010" max_force_ha_per_bohr=0.025 e_tot_ha=-307.2704 e_homo_ev="-6.65 / -7.78" multiplicity=1 e_lumo_ev="-1.1 / -0.6"
C -2.1226 1.0495 -0.7970
C -1.7203 -0.2312 -0.8179
C -0.4658 -0.3937 -0.1745
C 0.0406 -1.0770 0.9201
C 1.3782 -0.5456 1.2550
O 1.6731 0.3938 0.1888
C 0.6414 0.3977 -0.5852
H -3.0232 1.4354 -1.2740
H -0.4904 -1.7776 1.5498
H 1.3784 0.0378 2.1804
H 2.2228 -1.2366 1.2655
H 0.7012 1.0281 -1.4656
H -1.5367 1.8246 -0.2730

Entry 15:
13
Properties=species:S:1:pos:R:3 method="wB97M-V/def2-TZVPD" gap_ev="4.7688 / 4.7953" max_force_ha_per_bohr=0.010 e_tot_ha=-307.2502 e_homo_ev="-6.37 / -6.38" multiplicity=1 e_lumo_ev="-1.6 / -1.6"
C 2.7166 -0.4929 0.6033
C 1.4348 -0.7608 0.9217
C 0.2834 -0.1872 0.2527
C -0.0409 0.9896 -0.3812
C -1.5126 1.0483 -0.5761
O -1.9894 -0.2388 -0.1082
C -0.9463 -0.8790 0.3228
H 3.4286 -0.9802 1.2998
H 0.6338 1.7985 -0.6341
H -2.0052 1.8084 0.0437
H -1.8753 1.1367 -1.6035
H -1.1019 -1.8991 0.6634
H 1.0208 -1.4149 1.7202

Entry 16:
14
Properties=species:S:1:pos:R:3 method="wB97M-V/def2-TZVPD" gap_ev=10.0660 max_force_ha_per_bohr=0.081 e_tot_ha=-382.4985 e_homo_ev=-9.82 smiles="O=CC#CO.C#CC" multiplicity=1 e_lumo_ev=0.2
C -1.1329 0.0005 -2.2769
C -0.7277 1.0178 -1.3425
C 0.0193 -1.9269 -0.0919
C 0.3231 -1.2761 0.9011
C -0.0390 1.4257 -0.4765
C 0.6659 -0.2414 1.8474
O -0.4141 -0.6168 -3.0413
O 0.4269 2.3039 0.3731
H -2.2206 -0.0099 -2.4148
H -0.1828 -2.6146 -0.8969
H 0.6270 -0.6541 2.8548
H -0.0858 0.5423 1.9521
H 1.5775 0.1489 1.6230
H 1.1632 1.9007 0.9892

Entry 17:
15
Properties=species:S:1:pos:R:3 method="wB97M-V/def2-TZVPD" gap_ev="7.6532 / 7.6526" max_force_ha_per_bohr=0.070 e_tot_ha=-457.8224 e_homo_ev="-7.81 / -7.81" multiplicity=1 e_lumo_ev="-0.2 / -0.2"
C -0.2666 1.4256 0.7575
C 0.0867 1.1101 -0.5718
C -0.9396 0.5537 1.5834
C -1.6685 -0.1712 0.4951
C 0.4882 -0.1743 -0.8967
C 1.0251 -1.2309 -0.0144
O -1.0505 0.4343 2.7800
O -2.5637 -0.1711 -0.2270
O 0.7640 -0.3447 -2.2236
H -0.2860 2.5169 1.1817
H 0.0210 1.8301 -1.3562
H 2.0233 -1.1319 0.2660
H 0.8659 -2.1853 -0.3958
H 0.6202 -1.2108 1.0085
H 0.8806 -1.2504 -2.3866

Entry 18:
14
Properties=species:S:1:pos:R:3 method="wB97M-V/def2-TZVPD" gap_ev=7.9794 max_force_ha_per_bohr=0.058 e_tot_ha=-705.6128 e_homo_ev=-8.20 smiles="Cc1ccoc(=S)c1" multiplicity=1 e_lumo_ev=-0.2
C -2.7065 -1.2718 -0.0115
C -1.4995 -0.3582 0.0161
C -1.6058 1.0709 -0.0761
C -0.4541 1.8209 0.0527
C 0.9440 -0.0817 -0.0429
C -0.2218 -0.8512 0.0906
H -3.3877 -1.0724 0.8849
H -3.3518 -0.9727 -0.8674
H -2.5485 -2.3597 -0.0611
H -2.5738 1.6221 -0.0710
H -0.4161 2.8711 -0.0130
H -0.1134 -1.9590 0.0228
O 0.8138 1.2844 0.0268
S 2.4465 -0.6486 -0.0177

Entry 19:
14
Properties=species:S:1:pos:R:3 method="wB97M-V/def2-TZVPD" gap_ev=9.9669 max_force_ha_per_bohr=0.067 e_tot_ha=-2806.6915 e_homo_ev=-9.36 smiles="C=C1[C@H](Br)C12CC2" multiplicity=1 e_lumo_ev=0.6
C 0.3556 -0.1021 -1.1092
C 1.2013 0.2753 -2.0525
C -0.0136 -0.9738 1.5761
C -0.0215 0.5514 1.6105
C -1.1316 -0.1708 -0.8007
C -0.0727 -0.2034 0.2463
Br -2.1672 1.4981 -0.8332
H 2.3318 0.3634 -1.9650
H 1.0748 0.5222 -3.0787
H 0.9079 -1.3375 1.9404
H -0.9723 -1.6264 1.9318
H -0.7907 1.2183 1.8376
H 0.9959 0.9242 1.8873
H -1.6978 -0.9387 -1.1907

Entry 20:
29
Properties=species:S:1:pos:R:3 method="wB97M-V/def2-TZVPD" gap_ev=6.0957 max_force_ha_per_bohr=0.032 e_tot_ha=-31667.5331 charge=-1 e_homo_ev=-4.42 multiplicity=1 e_lumo_ev=1.7
N 3.6470 -1.2976 2.6566
C 3.0702 -0.5711 1.9590
O 2.4138 0.3466 1.3411
C 1.2863 0.9445 2.1615
P -0.0321 -0.2482 2.3383
O -1.0820 -0.1371 1.2567
H 1.6912 1.2081 3.1464
H 0.4617 -1.5745 2.3935
H -0.6524 -0.0479 3.5987
C -1.1112 1.9241 -1.2456
Br -1.2931 3.3863 -0.0246
Br -2.5774 1.8437 -2.5016
Br 0.5932 1.9497 -2.1489
H -1.1440 1.0149 -0.6488
C 1.6948 -0.2104 -5.4951
Br 0.1468 0.0375 -6.6142
Br 2.0137 -2.0719 -5.1240
Br 3.2544 0.6444 -6.2407
H 1.4853 0.2726 -4.5494
C -4.3196 2.8368 2.8505
Br -3.5206 4.5733 2.5444
Br -3.1476 1.3967 2.3381
Br -4.9421 2.6644 4.6741
H -5.1922 2.7837 2.2158
C 1.4196 -4.2365 -0.3775
Br 2.4485 -5.8700 -0.2920
Br -0.2722 -4.4193 0.5244
Br 2.4221 -2.7305 0.2871
H 1.2024 -4.0573 -1.4206